Computed, not measured: a structure of composition C27H28CoN2O3P2S2 at a distorted geometry, with ωB97M-V/def2-TZVPD.

```
65
C27H28CoN2O3P2S2, DFT ωB97M-V/def2-TZVPD
C -0.91 3.66 -2.21
C -1.00 2.24 -2.34
C 0.12 1.62 -2.90
C 1.14 2.31 -3.59
C 1.21 3.69 -3.46
C 0.21 4.32 -2.72
C 1.73 1.27 -4.53
C 2.49 0.30 -3.66
C 1.48 -0.41 -2.96
C 1.63 -1.73 -2.49
C 2.97 -2.17 -2.42
C 3.99 -1.40 -2.95
C 3.78 -0.19 -3.62
H -1.71 4.22 -1.76
H 2.07 4.22 -3.88
H 0.29 5.40 -2.56
H 2.19 1.60 -5.53
H 3.20 -3.15 -1.99
H 5.03 -1.75 -2.86
H 4.60 0.41 -4.06
N 0.20 0.21 -3.17
Co -0.71 -0.49 0.31
C -2.18 1.38 -1.92
H -2.09 0.38 -2.38
H -3.15 1.84 -2.18
C 0.40 -2.50 -2.11
H -0.49 -2.08 -2.60
H 0.50 -3.58 -2.36
P -2.19 0.98 -0.10
P -0.04 -2.40 -0.30
C 1.47 -2.89 0.63
H 1.13 -3.34 1.60
H 2.09 -3.63 0.04
H 2.09 -1.97 0.87
C -1.16 -3.83 -0.11
H -0.79 -4.68 -0.71
H -1.25 -4.11 0.95
H -2.16 -3.54 -0.48
C -1.89 2.53 0.83
H -2.82 2.85 1.33
H -1.12 2.38 1.60
H -1.54 3.32 0.15
C -3.95 0.62 0.19
H -4.13 0.46 1.26
H -4.57 1.45 -0.18
H -4.21 -0.30 -0.34
C 0.65 0.41 -0.19
O 1.63 1.04 -0.36
H 0.78 0.64 -4.34
O 0.77 1.96 2.88
S 0.98 0.56 3.08
O 2.25 -0.05 2.83
N -0.20 -0.28 2.19
C -1.15 -0.88 2.93
S -2.29 -1.57 1.87
C -0.93 -0.75 4.34
C -1.66 -1.25 5.45
C -1.22 -1.00 6.75
C -0.05 -0.25 6.97
C 0.68 0.26 5.87
C 0.22 -0.01 4.59
H -2.56 -1.81 5.25
H -1.76 -1.39 7.60
H 0.31 -0.07 7.97
H 1.58 0.86 6.01
```

The relative energy (zero: lowest compared OMol25 entry of this formula, charge and spin) comes out at 47.70 kcal per mole. Its net charge is +1. The HOMO energy (spin up / spin down) comes out at -10.3 / -11.3 eV. As for the spin multiplicity: 5. As for the expectation value of S²: 6.0443.